Entry 1:
This record from the OMol25 dataset describes C37H41BN11NiO4S as an isolated structure in a non-equilibrium geometry. The level of theory is ωB97M-V/def2-TZVPD.

Output
Multiplicity: 2
HOMO-LUMO gap (spin up / spin down), eV: 5.383 / 5.614

Element x y z (Å)
Ni: -0.975 0.528 -0.322
C: -4.311 -0.593 1.765
C: -3.246 -1.447 1.696
N: -2.616 -1.809 0.580
N: -4.731 -0.366 -0.576
C: -4.962 -0.050 0.635
B: -4.420 -0.225 -1.878
N: -3.605 0.950 -2.254
C: -3.857 1.759 -3.298
C: -3.148 2.922 -3.112
C: -2.467 2.722 -1.911
N: -2.727 1.521 -1.407
N: -1.744 -0.937 -2.486
C: -1.455 -1.741 -3.497
C: -0.198 -2.318 -3.277
C: 0.213 -1.781 -2.072
N: -0.755 -0.954 -1.618
N: -4.850 -1.168 -2.906
C: -5.259 -2.450 -2.715
C: -5.388 -3.037 -3.945
C: -5.043 -2.019 -4.853
N: -4.725 -0.915 -4.217
H: -4.691 -0.338 2.740
H: -2.861 -1.873 2.614
H: -5.794 0.632 0.840
H: -4.505 1.439 -4.087
H: -3.121 3.789 -3.739
H: -1.863 3.416 -1.371
H: -2.133 -1.866 -4.317
H: 0.340 -2.998 -3.909
H: 1.110 -1.997 -1.528
H: -5.403 -2.838 -1.726
H: -5.691 -4.039 -4.171
H: -5.015 -2.055 -5.925
C: -1.692 -2.917 0.546
C: -0.302 -2.529 1.067
C: -0.384 -2.138 2.510
C: -0.450 -3.128 3.478
C: -0.561 -2.796 4.813
C: -0.618 -1.460 5.166
C: -0.561 -0.439 4.227
C: -0.726 0.976 4.728
C: -2.087 1.547 4.330
C: -0.436 -0.777 2.860
N: -0.321 0.190 1.853
C: 0.608 1.103 2.047
C: 0.780 2.173 1.172
C: 1.798 3.189 1.234
C: 1.687 3.943 0.130
C: 0.576 3.365 -0.706
N: 0.004 2.324 0.077
H: -1.618 -3.270 -0.482
H: -2.943 -1.406 -0.296
H: -2.090 -3.725 1.167
H: 0.066 -1.678 0.491
H: 0.373 -3.374 0.934
H: -0.387 -4.165 3.179
H: -0.604 -3.565 5.571
H: -0.698 -1.196 6.210
H: 0.049 1.642 4.350
H: -0.651 0.975 5.818
H: -2.204 1.528 3.249
H: -2.175 2.577 4.673
H: -2.890 0.966 4.778
H: 1.317 1.011 2.869
H: 2.513 3.302 2.027
H: 2.259 4.796 -0.175
H: -0.138 4.134 -1.028
C: 6.265 1.962 2.978
C: 5.817 1.197 1.771
C: 6.626 1.116 0.641
C: 6.242 0.340 -0.439
C: 5.046 -0.347 -0.392
C: 4.205 -0.247 0.700
C: 4.597 0.524 1.780
S: 4.594 -1.389 -1.774
O: 5.725 -1.500 -2.647
O: 3.978 -2.583 -1.275
N: 3.393 -0.555 -2.559
C: 3.649 0.802 -2.976
C: 2.326 1.450 -3.412
C: 1.485 1.660 -2.165
O: 1.150 2.916 -1.992
O: 1.230 0.739 -1.416
H: 7.088 2.628 2.736
H: 6.604 1.267 3.747
H: 5.446 2.545 3.392
H: 7.566 1.649 0.613
H: 6.857 0.241 -1.321
H: 3.265 -0.779 0.700
H: 3.961 0.592 2.652
H: 2.543 -0.609 -2.007
H: 4.359 0.774 -3.806
H: 4.094 1.404 -2.165
H: 1.799 0.765 -4.078
H: 2.491 2.400 -3.915

=====

Entry 2:
This record from the OMol25 dataset describes C37H41CaN16O5 as an isolated structure. The level of theory is ωB97M-V/def2-TZVPD.

Output
Multiplicity: 1
Charge: -1
HOMO-LUMO gap, eV: 5.541

Element x y z (Å)
Ca: -0.229 0.684 1.599
N: 1.346 2.326 0.540
C: 0.619 3.076 -0.485
C: -0.655 2.330 -0.947
O: -1.490 2.956 -1.603
O: -0.737 1.111 -0.591
H: 2.067 2.875 0.989
H: 1.809 1.518 0.110
H: 1.213 3.288 -1.384
H: 0.306 4.039 -0.075
N: -0.624 -0.840 3.589
N: 0.206 -1.951 3.310
C: 1.321 -1.829 2.449
O: 2.084 -2.794 2.380
O: 1.415 -0.748 1.782
H: -0.329 -0.385 4.453
H: -1.574 -1.173 3.697
H: 0.360 -2.604 4.064
C: -4.744 3.135 -0.580
N: -4.050 2.274 0.348
C: -2.985 2.549 1.096
N: -2.697 1.529 1.885
C: -3.665 0.632 1.563
N: -4.511 1.038 0.651
C: -4.757 2.718 -2.032
C: -5.525 3.513 -2.874
C: -5.591 3.259 -4.235
C: -4.879 2.201 -4.763
C: -4.107 1.400 -3.922
C: -4.040 1.649 -2.554
C: -3.359 0.315 -4.562
N: -3.313 0.050 -5.822
N: -2.481 -1.059 -5.961
C: -2.100 -1.370 -4.772
O: -2.613 -0.546 -3.823
C: -1.222 -2.472 -4.377
C: -0.709 -3.310 -5.364
C: 0.110 -4.363 -4.996
C: 0.408 -4.580 -3.657
C: -0.101 -3.744 -2.671
C: 0.259 -4.009 -1.224
N: -0.585 -3.293 -0.303
C: -0.518 -1.998 0.005
N: -1.527 -1.659 0.785
C: -2.196 -2.831 0.919
N: -1.676 -3.845 0.269
C: -0.919 -2.685 -3.040
H: -4.271 4.116 -0.501
H: -5.771 3.228 -0.218
H: -2.451 3.482 1.026
H: -3.737 -0.341 2.016
H: -6.078 4.348 -2.459
H: -6.191 3.887 -4.879
H: -4.904 1.984 -5.821
H: -3.407 1.051 -1.913
H: -0.959 -3.128 -6.399
H: 0.512 -5.021 -5.754
H: 1.043 -5.413 -3.378
H: 1.292 -3.721 -1.015
H: 0.158 -5.069 -0.995
H: 0.266 -1.355 -0.360
H: -3.094 -2.941 1.504
H: -1.338 -2.019 -2.298
C: 0.999 2.251 3.671
C: 0.619 1.776 4.913
C: 1.289 0.676 5.552
C: 0.862 0.147 6.741
C: -0.265 0.658 7.408
C: -0.935 1.747 6.815
C: -0.516 2.284 5.631
C: -0.711 0.103 8.634
N: -1.077 -0.348 9.633
H: 1.937 1.908 3.248
H: 0.605 3.194 3.305
H: 2.159 0.249 5.064
H: 1.405 -0.683 7.178
H: -1.801 2.168 7.313
H: -1.065 3.116 5.204
C: 4.208 0.500 0.497
N: 3.292 0.130 -0.589
C: 3.819 0.663 -1.845
N: 5.169 0.175 -2.138
C: 6.033 0.542 -1.013
N: 5.564 0.000 0.261
C: 5.490 -1.460 0.138
N: 4.610 -1.879 -0.956
C: 3.276 -1.337 -0.678
C: 5.108 -1.289 -2.195
H: 3.817 0.081 1.426
H: 4.242 1.591 0.580
H: 3.841 1.755 -1.785
H: 3.153 0.371 -2.661
H: 6.072 1.632 -0.942
H: 7.043 0.169 -1.209
H: 5.110 -1.877 1.072
H: 6.495 -1.848 -0.047
H: 2.905 -1.747 0.261
H: 2.604 -1.622 -1.496
H: 4.451 -1.581 -3.018
H: 6.111 -1.674 -2.395

=====

Entry 3:
This record from the OMol25 dataset describes C37H41CoN6PSSb as an isolated structure in a non-equilibrium geometry. The level of theory is ωB97M-V/def2-TZVPD.

Output
Multiplicity: 4
Charge: +3
HOMO-LUMO gap (spin up / spin down), eV: 8.071 / 6.626

Element x y z (Å)
Co: -0.946 0.477 0.861
N: -2.260 0.781 4.676
C: -2.324 -0.589 4.847
C: -2.821 -1.394 5.842
C: -2.764 -2.731 5.605
C: -2.348 -3.259 4.415
C: -1.806 -2.442 3.425
C: -1.782 -1.125 3.676
N: -1.360 -0.035 2.866
C: -1.744 1.051 3.485
C: -1.571 2.382 2.870
C: -1.376 3.572 3.475
S: -1.131 4.693 2.192
C: -1.352 3.528 1.030
N: -1.562 2.340 1.487
H: -2.779 1.418 5.289
H: -3.299 -1.031 6.723
H: -3.175 -3.395 6.400
H: -2.477 -4.321 4.287
H: -1.432 -2.868 2.533
H: -1.292 3.852 4.513
H: -1.195 3.738 -0.021
C: 2.700 -0.154 -3.471
C: 2.429 -1.320 -2.481
C: 2.634 -2.634 -2.922
C: 2.339 -3.726 -2.147
C: 1.900 -3.496 -0.878
C: 1.637 -2.191 -0.398
C: 1.909 -1.076 -1.216
Sb: 1.632 0.772 -0.157
C: 3.247 0.824 1.242
C: 2.936 1.050 2.593
C: 3.930 0.978 3.562
C: 5.211 0.557 3.144
C: 5.544 0.324 1.821
C: 4.569 0.541 0.846
C: 4.985 0.498 -0.588
C: 1.886 2.674 -0.962
C: 2.905 3.446 -0.328
C: 3.158 4.783 -0.652
C: 2.298 5.419 -1.495
C: 1.214 4.715 -2.075
C: 0.980 3.316 -1.828
C: -0.116 2.667 -2.625
H: 2.381 0.794 -3.072
H: 2.136 -0.258 -4.400
H: 3.802 -0.132 -3.713
H: 2.862 -2.799 -3.928
H: 2.488 -4.711 -2.561
H: 1.553 -4.326 -0.209
H: 1.148 -2.022 0.534
H: 2.009 1.560 2.885
H: 3.845 1.226 4.587
H: 5.965 0.565 3.858
H: 6.571 0.161 1.531
H: 5.887 1.120 -0.751
H: 4.207 0.892 -1.210
H: 5.177 -0.507 -1.015
H: 3.506 3.010 0.490
H: 3.939 5.315 -0.167
H: 2.452 6.477 -1.719
H: 0.642 5.301 -2.771
H: -0.654 1.882 -2.013
H: 0.270 2.154 -3.509
H: -0.875 3.364 -2.941
C: -3.044 -3.328 -2.737
N: -2.445 -2.057 -3.285
C: -3.640 -1.131 -3.620
N: -4.476 -0.893 -2.457
C: -5.009 -2.164 -1.981
N: -3.867 -3.031 -1.623
C: -3.181 -2.659 -0.418
P: -2.397 -0.881 -0.727
C: -1.512 -1.364 -2.271
C: -3.941 -0.081 -1.414
H: -2.226 -4.022 -2.375
H: -3.600 -3.816 -3.549
H: -1.912 -2.292 -4.131
H: -4.253 -1.696 -4.298
H: -3.199 -0.203 -4.026
H: -5.625 -2.675 -2.742
H: -5.562 -2.030 -1.066
H: -2.445 -3.371 0.022
H: -3.915 -2.414 0.379
H: -0.642 -2.031 -1.966
H: -1.084 -0.502 -2.719
H: -3.796 0.910 -1.750
H: -4.673 0.057 -0.613

=====

Entry 4:
This record from the OMol25 dataset describes C37H41CuFN2OP2Si as an isolated structure in a non-equilibrium geometry. The level of theory is ωB97M-V/def2-TZVPD.

Output
Multiplicity: 2
HOMO-LUMO gap (spin up / spin down), eV: 7.489 / 6.617

Element x y z (Å)
Cu: 1.744 0.114 1.246
N: 3.146 -4.037 -0.529
C: 2.366 -3.039 -0.073
O: 1.799 -2.292 -0.857
C: 2.273 -2.881 1.413
C: 2.780 -1.494 1.789
H: 3.275 -4.144 -1.521
H: 3.603 -4.680 0.093
H: 2.875 -3.652 1.908
H: 1.232 -3.016 1.720
H: 3.738 -1.335 1.307
H: 2.901 -1.423 2.866
C: 5.526 0.358 2.122
Si: 4.315 1.511 3.034
C: 4.476 0.960 4.871
C: 5.132 3.212 2.692
N: 2.664 1.493 2.467
C: 1.828 2.464 2.927
C: 2.122 3.374 3.963
C: 1.282 4.411 4.302
C: 0.076 4.616 3.651
C: -0.288 3.710 2.670
C: 0.565 2.680 2.358
F: 0.146 1.793 1.390
H: 6.539 0.678 2.351
H: 5.400 0.395 1.047
H: 5.446 -0.672 2.443
H: 5.504 0.694 5.103
H: 3.869 0.076 5.042
H: 4.159 1.700 5.599
H: 6.064 3.311 3.240
H: 4.495 4.048 2.951
H: 5.368 3.301 1.634
H: 3.046 3.272 4.501
H: 1.587 5.084 5.090
H: -0.561 5.453 3.893
H: -1.219 3.797 2.131
C: -1.368 0.537 -0.589
P: 0.167 -0.562 -0.496
C: -0.787 -2.107 -0.243
C: -1.094 -2.357 1.094
C: -1.858 -3.452 1.455
C: -2.341 -4.306 0.478
C: -2.032 -4.071 -0.850
C: -1.252 -2.985 -1.211
C: 0.696 -0.307 -2.224
C: 1.021 1.018 -2.515
C: 1.430 1.381 -3.784
C: 1.530 0.420 -4.780
C: 1.234 -0.900 -4.493
C: 0.832 -1.264 -3.220
P: -2.125 0.781 -2.268
C: -2.994 -0.816 -2.524
C: -2.785 -1.492 -3.719
C: -3.486 -2.653 -3.998
C: -4.405 -3.141 -3.085
C: -4.618 -2.470 -1.891
C: -3.920 -1.311 -1.613
C: -3.642 1.704 -1.803
C: -4.690 1.618 -2.719
C: -5.881 2.278 -2.501
C: -6.036 3.063 -1.369
C: -4.994 3.178 -0.467
C: -3.800 2.508 -0.681
H: -1.088 1.550 -0.301
H: -2.101 0.170 0.136
H: -0.726 -1.671 1.850
H: -2.075 -3.644 2.495
H: -2.958 -5.150 0.746
H: -2.406 -4.724 -1.625
H: -1.040 -2.824 -2.253
H: 0.957 1.762 -1.731
H: 1.669 2.413 -4.000
H: 1.851 0.698 -5.771
H: 1.317 -1.655 -5.265
H: 0.651 -2.302 -3.011
H: -2.069 -1.098 -4.427
H: -3.320 -3.172 -4.932
H: -4.960 -4.042 -3.304
H: -5.335 -2.849 -1.177
H: -4.104 -0.783 -0.688
H: -4.565 1.012 -3.607
H: -6.691 2.180 -3.209
H: -6.966 3.586 -1.197
H: -5.116 3.792 0.415
H: -3.002 2.620 0.039

=====

The relative energy (zero: lowest compared OMol25 entry of this formula, charge and spin) results, record by record, are as follows: 0.469 0.000 1.250 0.729 eV.